# 1
Molecular formula: C6H13O3
Method: DFT, ωB97M-V/def2-TZVPD

Properties
* multiplicity: 1
* charge: -1
* energy above the lowest of the compared OMol25 structures with the same formula, charge and spin: 67.4 kJ/mol
* highest occupied orbital energy: -3.94 eV
* molar mass: 133.167 g/mol
* LUMO energy: 3.54 eV
* calculated total energy: -462.1672 Ha
* orbital gap: 7.48 eV

Each line ends with the Mulliken charge.
Positions of all 22 atoms, in Å:
1 O 0.92 1.97 -2.94  -0.70
2 C 0.16 1.00 -2.80  0.56
3 O -0.81 0.56 -3.46  -0.73
4 C 0.48 0.06 -1.51  -0.10
5 C 0.91 1.05 -0.42  -0.60
6 C 0.52 0.60 1.06  -0.81
7 C 0.47 -0.89 1.28  -0.12
8 C -0.22 -1.35 2.58  -1.38
9 H -0.48 -0.35 -1.33  -0.49
10 H 1.33 -0.57 -1.78  0.28
11 H 1.89 1.48 -0.57  0.46
12 H 0.21 1.89 -0.46  0.21
13 H 1.26 1.01 1.76  0.28
14 H -0.40 1.12 1.31  0.39
15 H 0.06 -1.48 0.49  0.31
16 H 1.51 -1.23 1.38  0.31
17 H -0.12 -2.44 2.64  0.35
18 H 0.04 -0.94 3.55  0.34
19 H -1.28 -1.19 2.36  0.33
20 H -2.01 0.57 -0.67  0.36
21 H -1.97 -0.62 -1.59  0.44
22 O -2.47 -0.25 -0.87  -0.68

# 2
Molecular formula: C6H13O3SSi
Method: DFT, ωB97M-V/def2-TZVPD

Properties
* multiplicity: 1
* charge: -1
* energy above the lowest of the compared OMol25 structures with the same formula, charge and spin: 70.1 kJ/mol
* highest occupied orbital energy: -4.29 eV
* molar mass: 193.320 g/mol
* LUMO energy: 3.52 eV
* calculated total energy: -1149.8265 Ha
* orbital gap: 7.81 eV

Each line ends with the Mulliken charge.
Positions of all 24 atoms, in Å:
1 C 0.98 -2.19 -1.03  -0.91
2 C -0.25 -1.69 -0.83  -0.20
3 C -0.31 -1.22 1.64  -1.71
4 C 0.61 1.36 -1.88  -1.19
5 C 1.47 1.59 1.27  -1.25
6 C -0.46 -0.58 0.25  0.58
7 O -2.90 -0.45 1.28  -0.73
8 O -2.73 -0.29 -1.17  -0.68
9 O -1.82 1.50 0.20  -0.39
10 Si -0.02 1.42 -0.03  0.70
11 S -2.14 -0.04 0.11  1.12
12 H 1.24 -3.08 -1.62  0.25
13 H 1.69 -1.67 -0.54  0.35
14 H -1.17 -2.16 -1.22  0.26
15 H -0.45 -0.51 2.43  0.36
16 H -1.20 -1.97 1.63  0.38
17 H 0.42 -1.89 1.68  0.56
18 H -0.19 0.95 -2.47  0.32
19 H 0.84 2.30 -2.30  0.41
20 H 1.49 0.74 -1.92  0.27
21 H 1.06 1.74 2.22  0.35
22 H 2.01 0.65 1.24  0.29
23 H 2.05 2.51 1.08  0.32
24 H -0.24 2.99 -0.01  -0.47

# 3
Molecular formula: C6H13O5P
Method: DFT, ωB97M-V/def2-TZVPD

Properties
* multiplicity: 1
* energy above the lowest of the compared OMol25 structures with the same formula, charge and spin: 0.0 kJ/mol
* highest occupied orbital energy: -9.16 eV
* molar mass: 196.139 g/mol
* SMILES string: C=CO[P@](=O)(O)OCCOCC
* LUMO energy: 0.50 eV
* calculated total energy: -953.9809 Ha
* orbital gap: 9.66 eV

Each line ends with the Mulliken charge.
Positions of all 25 atoms, in Å:
1 C 4.08 -0.73 0.33  -0.54
2 C 3.13 -0.19 1.12  -0.22
3 O 2.72 1.16 1.03  -0.20
4 P 1.72 1.52 -0.16  0.89
5 O 1.82 0.67 -1.35  -0.67
6 O 2.09 3.02 -0.50  -0.54
7 O 0.26 1.57 0.46  -0.26
8 C -0.71 0.71 -0.18  -0.25
9 C -1.99 0.81 0.63  -0.64
10 O -3.14 0.31 -0.02  -0.46
11 C -2.96 -0.88 -0.76  -0.19
12 C -2.42 -2.08 0.04  -1.00
13 H 3.98 -0.63 -0.75  0.25
14 H 4.90 -1.28 0.75  0.28
15 H 2.62 -0.77 1.88  0.39
16 H 2.27 3.06 -1.45  0.35
17 H -0.85 0.92 -1.24  0.34
18 H -0.33 -0.31 -0.13  0.34
19 H -1.88 0.36 1.62  0.30
20 H -2.17 1.87 0.81  0.37
21 H -2.37 -0.73 -1.67  0.23
22 H -3.95 -1.15 -1.11  0.35
23 H -1.89 -1.81 0.95  0.31
24 H -1.71 -2.62 -0.59  0.28
25 H -3.20 -2.80 0.27  0.31

# 4
Molecular formula: C6H13O5PS2
Method: DFT, ωB97M-V/def2-TZVPD

Properties
* multiplicity: 1
* energy above the lowest of the compared OMol25 structures with the same formula, charge and spin: 0.0 kJ/mol
* highest occupied orbital energy: -10.22 eV
* molar mass: 260.273 g/mol
* SMILES string: CP(C)(=O)C1S(=O)(=O)CCCS1(=O)=O
* LUMO energy: 0.07 eV
* calculated total energy: -1750.3292 Ha
* orbital gap: 10.29 eV

Each line ends with the Mulliken charge.
Positions of all 27 atoms, in Å:
1 C -2.93 -0.21 0.20  -0.72
2 C -2.17 -1.46 -0.22  -0.79
3 C -2.43 1.05 -0.48  -0.66
4 C 0.32 -0.13 -0.20  -0.99
5 C 2.98 -1.23 0.10  -1.10
6 C 2.56 1.58 -0.63  -1.18
7 O 1.95 0.61 1.90  -0.74
8 O -0.61 -1.40 1.94  -0.58
9 O 0.14 -2.71 -0.01  -0.67
10 O -1.12 1.62 1.77  -0.51
11 O -0.31 2.68 -0.31  -0.65
12 P 1.97 0.25 0.49  0.97
13 S -0.50 -1.53 0.52  1.18
14 S -0.88 1.56 0.37  1.06
15 H -3.99 -0.34 -0.03  0.37
16 H -2.83 -0.08 1.28  0.40
17 H -2.67 -2.36 0.13  0.44
18 H -2.03 -1.53 -1.29  0.40
19 H -2.17 0.91 -1.52  0.37
20 H -3.12 1.89 -0.37  0.42
21 H 0.24 -0.15 -1.28  0.73
22 H 2.96 -1.48 -0.96  0.35
23 H 4.00 -1.00 0.39  0.38
24 H 2.61 -2.07 0.68  0.37
25 H 3.62 1.71 -0.45  0.40
26 H 2.39 1.33 -1.67  0.35
27 H 2.03 2.49 -0.37  0.37

# 5
Molecular formula: C6H13O7Tl
Method: DFT, ωB97M-V/def2-TZVPD

Properties
* multiplicity: 1
* charge: +2
* energy above the lowest of the compared OMol25 structures with the same formula, charge and spin: 41.8 kJ/mol
* highest occupied orbital energy: -17.83 eV
* molar mass: 401.546 g/mol
* LUMO energy: -14.77 eV
* calculated total energy: -934.6843 Ha
* orbital gap: 3.05 eV

Each line ends with the Mulliken charge.
Positions of all 27 atoms, in Å:
1 Tl 0.72 2.44 -1.42  1.33
2 O 2.24 4.66 -0.96  -0.23
3 H 2.55 5.41 -1.53  0.39
4 C -1.64 -1.90 -0.22  -0.34
5 O -2.52 -0.95 0.36  -0.27
6 C -2.32 0.36 0.34  0.83
7 O -1.37 0.93 -0.19  -0.46
8 O -3.33 0.92 0.91  -0.28
9 C -3.45 2.35 1.06  -0.64
10 H -1.30 -2.60 0.54  0.32
11 H -0.71 -1.43 -0.54  -0.05
12 H -2.11 -2.39 -1.07  0.36
13 H -3.48 2.56 2.13  0.29
14 H -4.44 2.66 0.72  0.28
15 H -2.68 2.94 0.58  0.28
16 C 2.78 -2.08 -2.17  -0.68
17 O 2.22 -2.26 -0.85  -0.27
18 C 1.78 -1.28 -0.12  0.75
19 O 1.58 -0.13 -0.52  -0.45
20 O 1.72 -1.67 1.13  -0.27
21 C 1.28 -0.76 2.14  -0.51
22 H 2.67 -3.00 -2.73  0.27
23 H 3.85 -1.95 -2.04  0.33
24 H 2.36 -1.28 -2.78  0.29
25 H 0.24 -0.49 1.94  0.16
26 H 1.90 0.14 2.17  0.31
27 H 1.44 -1.21 3.11  0.26

# 6
Molecular formula: C6H13OP
Method: DFT, ωB97M-V/def2-TZVPD

Properties
* multiplicity: 1
* energy above the lowest of the compared OMol25 structures with the same formula, charge and spin: 437.0 kJ/mol
* highest occupied orbital energy (alpha / beta): -7.50 / -6.96 eV
* molar mass: 132.143 g/mol
* LUMO energy (alpha / beta): 0.41 / 0.44 eV
* calculated total energy: -652.8122 Ha
* orbital gap (alpha / beta): 7.91 / 7.40 eV

Each line ends with the Mulliken charge.
Positions of all 21 atoms, in Å:
1 C -1.05 -1.87 0.85  -0.04
2 C 2.62 0.69 0.44  -1.60
3 C -1.20 -0.14 -1.68  -1.29
4 C 1.30 0.03 0.09  -0.01
5 C 0.16 1.01 0.07  -0.73
6 C -1.03 0.40 -0.33  0.43
7 O -1.21 -2.73 0.06  -0.40
8 P -2.54 0.80 0.61  -0.05
9 H -0.73 -1.96 1.94  0.34
10 H 2.42 1.46 1.19  0.38
11 H 3.07 1.15 -0.31  0.45
12 H 3.38 0.06 0.97  0.35
13 H -0.91 -1.21 -1.79  0.25
14 H -2.24 -0.08 -1.96  0.44
15 H -0.41 0.33 -2.29  0.35
16 H 1.51 -0.51 -0.84  0.26
17 H 1.17 -0.79 0.75  0.26
18 H 0.54 1.80 -0.62  0.25
19 H 0.27 1.63 1.05  0.33
20 H -1.90 0.23 1.70  0.01
21 H -3.21 -0.30 0.08  0.03

# 7
Molecular formula: C6H13P
Method: DFT, ωB97M-V/def2-TZVPD

Properties
* multiplicity: 1
* energy above the lowest of the compared OMol25 structures with the same formula, charge and spin: 48.0 kJ/mol
* highest occupied orbital energy: -8.53 eV
* molar mass: 116.144 g/mol
* LUMO energy: 0.84 eV
* calculated total energy: -577.7175 Ha
* orbital gap: 9.38 eV

Each line ends with the Mulliken charge.
Positions of all 20 atoms, in Å:
1 C 0.06 1.08 -0.60  -1.15
2 C 1.93 1.22 0.01  -0.82
3 C 0.70 -1.26 -0.15  -1.18
4 C -0.39 -0.20 0.06  1.86
5 C -0.62 0.02 1.55  -1.70
6 C -1.70 -0.67 -0.59  -1.88
7 P 2.42 -0.54 0.06  -0.05
8 H -0.42 1.99 -0.25  0.38
9 H 0.14 1.04 -1.67  0.40
10 H 2.46 1.82 -0.71  0.45
11 H 1.88 1.69 0.98  0.38
12 H 0.56 -2.08 0.56  0.40
13 H 0.64 -1.69 -1.15  0.45
14 H -0.97 -0.90 2.02  0.40
15 H -1.35 0.80 1.72  0.40
16 H 0.32 0.30 2.04  0.40
17 H -1.57 -0.81 -1.67  0.44
18 H -2.49 0.06 -0.44  0.41
19 H -2.02 -1.62 -0.16  0.40
20 H 2.75 -0.61 -1.30  -0.01

# 8
Molecular formula: C6H13P
Method: DFT, ωB97M-V/def2-TZVPD

Properties
* multiplicity: 1
* energy above the lowest of the compared OMol25 structures with the same formula, charge and spin: 513.1 kJ/mol
* highest occupied orbital energy (alpha / beta): -8.61 / -7.63 eV
* molar mass: 116.144 g/mol
* LUMO energy (alpha / beta): -0.19 / 0.32 eV
* calculated total energy: -577.5403 Ha
* orbital gap (alpha / beta): 8.42 / 7.95 eV

Each line ends with the Mulliken charge.
Positions of all 20 atoms, in Å:
1 C -1.14 0.54 -0.08  0.81
2 C 2.72 1.51 0.92  -0.69
3 C 3.19 0.32 0.59  -0.37
4 C -0.59 0.18 -1.43  -1.62
5 C -0.90 1.83 0.52  -1.11
6 C -2.27 -3.62 -0.25  -0.94
7 P -2.22 -0.44 0.70  -0.19
8 H 2.37 2.36 0.37  0.34
9 H 2.59 1.72 1.93  0.24
10 H 3.55 -0.29 1.40  0.26
11 H 3.50 0.09 -0.49  0.21
12 H 0.29 0.63 -1.74  0.39
13 H -0.53 -0.84 -1.47  0.48
14 H -1.31 0.47 -2.15  0.38
15 H -1.70 2.17 1.18  0.49
16 H -0.94 2.44 -0.36  0.32
17 H 0.06 1.84 1.05  0.08
18 H -1.41 -4.08 -0.76  0.29
19 H -1.99 -3.13 0.65  0.30
20 H -3.27 -3.69 -0.58  0.32

# 9
Molecular formula: C6H14
Method: DFT, ωB97M-V/def2-TZVPD

Properties
* multiplicity: 2
* charge: -1
* energy above the lowest of the compared OMol25 structures with the same formula, charge and spin: 208.2 kJ/mol
* highest occupied orbital energy (alpha / beta): 1.85 / -5.26 eV
* molar mass: 86.178 g/mol
* LUMO energy (alpha / beta): 4.02 / 4.05 eV
* calculated total energy: -236.8590 Ha
* expectation value of S²: 0.75
* orbital gap (alpha / beta): 2.16 / 9.31 eV

Each line ends with the Mulliken charge.
Positions of all 20 atoms, in Å:
1 C -1.91 1.77 0.23  -1.35
2 C -0.52 1.51 -0.55  -0.04
3 C 0.67 2.38 -0.04  -1.86
4 H -2.36 2.83 0.26  0.28
5 H -2.73 1.11 -0.12  0.60
6 H -1.75 1.49 1.30  0.24
7 H -0.43 0.45 -0.52  0.04
8 H -0.77 1.84 -1.62  0.24
9 H 1.12 1.94 0.94  0.23
10 H 0.17 3.30 0.23  0.30
11 H 1.51 2.62 -0.76  0.91
12 C 0.05 -2.57 -0.80  -0.97
13 C 0.64 -2.23 0.61  -0.57
14 C 1.83 -1.89 0.91  -0.98
15 H -0.22 -3.64 -0.83  0.48
16 H 0.75 -2.41 -1.58  0.23
17 H -0.85 -2.04 -1.12  0.20
18 H -0.05 -2.71 1.33  0.32
19 H 2.20 -1.75 1.93  0.31
20 H 2.65 -1.99 0.21  0.38

# 10
Molecular formula: C6H14
Method: DFT, ωB97M-V/def2-TZVPD

Properties
* multiplicity: 1
* energy above the lowest of the compared OMol25 structures with the same formula, charge and spin: 720.7 kJ/mol
* highest occupied orbital energy: -6.35 eV
* molar mass: 86.178 g/mol
* LUMO energy: 0.13 eV
* calculated total energy: -236.7369 Ha
* orbital gap: 6.48 eV

Each line ends with the Mulliken charge.
Positions of all 20 atoms, in Å:
1 C 0.47 -2.12 0.89  -1.09
2 C 0.30 -0.60 1.19  -0.64
3 C -0.11 0.25 -0.03  0.75
4 C -0.88 1.37 0.37  -0.81
5 C 0.48 -0.17 -1.26  -0.67
6 C -0.60 -0.30 -2.37  -1.21
7 H -0.54 -2.46 0.64  0.27
8 H 0.98 -2.07 -0.07  0.33
9 H 0.98 -2.80 1.56  0.36
10 H 1.25 -0.26 1.62  0.32
11 H -0.51 -0.52 1.92  0.38
12 H -1.49 0.25 0.06  0.26
13 H -0.74 2.17 -0.37  0.26
14 H -0.82 1.74 1.39  0.31
15 H 0.91 3.37 1.84  -0.12
16 H 1.59 3.20 2.07  0.12
17 H 1.43 0.27 -1.55  0.35
18 H -0.19 -0.80 -3.26  0.33
19 H -1.23 -1.02 -1.86  0.26
20 H -1.28 0.48 -2.76  0.26

# 11
Molecular formula: C6H14
Method: DFT, ωB97M-V/def2-TZVPD

Properties
* multiplicity: 1
* energy above the lowest of the compared OMol25 structures with the same formula, charge and spin: 11.7 kJ/mol
* highest occupied orbital energy: -10.95 eV
* molar mass: 86.178 g/mol
* SMILES string: CCC(C)CC
* LUMO energy: 1.22 eV
* calculated total energy: -237.0070 Ha
* orbital gap: 12.16 eV

Each line ends with the Mulliken charge.
Positions of all 20 atoms, in Å:
1 C 2.59 -0.03 -0.22  -1.33
2 C 1.24 -0.73 -0.26  -0.64
3 C 0.02 0.03 0.28  0.76
4 C -0.04 1.51 -0.12  -1.59
5 C -1.25 -0.72 -0.19  -0.61
6 C -2.53 -0.36 0.56  -1.22
7 H 2.91 0.19 0.80  0.32
8 H 3.36 -0.67 -0.68  0.38
9 H 2.55 0.91 -0.78  0.33
10 H 1.04 -1.03 -1.30  0.33
11 H 1.33 -1.67 0.29  0.34
12 H 0.03 0.00 1.38  0.17
13 H -0.91 1.99 0.34  0.42
14 H 0.84 2.08 0.21  0.39
15 H -0.14 1.65 -1.21  0.31
16 H -1.07 -1.80 -0.09  0.35
17 H -1.38 -0.54 -1.27  0.32
18 H -2.82 0.69 0.42  0.30
19 H -3.37 -0.97 0.22  0.36
20 H -2.41 -0.53 1.63  0.32

multiplicity of number 1 (C6H13O3)? 1

Look up the calculated total energy of the eleventh one. -237.0070 Ha

Number 8 is which compound? C6H13P